*A*
Entry from the OMol25 dataset: a cluster of 5 separate species, BrH8O4 in total (the ωB97M-V functional and the def2-TZVPD basis).

**Net charge**: -1
**Frontier orbital gap**: 8.90 eV

Each line ends with the Löwdin charge.
Geometry (Å):
Br -0.1520 -0.1458 -1.4137  -0.149
O -1.4725 -2.1791 1.1414  -0.106
H -1.5337 -3.1324 1.0433  0.015
H -1.0668 -1.8802 0.3135  -0.091
O 2.9859 -1.3041 -1.6125  -0.145
H 2.9942 -1.6618 -0.7213  0.009
H 2.0659 -0.9945 -1.7171  -0.147
O -0.7801 3.1121 -0.7459  -0.132
H 0.1285 3.1041 -0.4345  0.010
H -0.9929 2.1654 -0.8089  -0.102
O -0.9071 0.8621 1.9901  -0.100
H -0.9485 0.4449 1.1176  -0.070
H -0.3211 1.6092 1.8480  0.011

*B*
Entry from the OMol25 dataset: a cluster of 5 separate species, BrH8O4 in total (the ωB97M-V functional and the def2-TZVPD basis).

**Net charge**: -1
**Frontier orbital gap**: 8.88 eV

Each line ends with the Löwdin charge.
Geometry (Å):
Br 12.5960 5.6040 -26.7890  -0.082
O 9.2150 6.8360 -26.2750  -0.114
H 9.3330 7.7480 -26.5460  0.014
H 10.0920 6.4520 -26.4780  -0.079
O 13.0160 2.6940 -24.8950  -0.074
H 13.4770 1.8720 -25.0740  0.020
H 13.0850 3.2470 -25.6350  -0.106
O 12.6390 8.2050 -24.4800  -0.091
H 13.1280 8.0940 -23.6650  0.017
H 12.8410 7.4950 -25.0780  -0.106
O 15.0270 5.4080 -24.9910  -0.172
H 15.3710 6.2700 -24.8140  -0.016
H 14.2140 5.6400 -25.5130  -0.212

Stability, descending: *A*, *B*

*A*
Entry from the OMol25 dataset: a structure of composition BrH8O4 (the ωB97M-V functional and the def2-TZVPD basis).

**Net charge**: -1
**Frontier orbital gap**: 8.77 eV

Each line ends with the Löwdin charge.
Geometry (Å):
Br -0.4757 -0.2362 0.3406  0.821
O -0.0202 -0.6021 -2.1945  -0.203
H 0.8491 -0.2654 -1.9773  -0.018
H -0.4497 -0.7218 -1.3474  -0.234
O 0.8239 1.6946 -0.9777  -0.171
H 1.6886 1.2872 -0.9282  0.015
H 0.2831 1.1836 -0.3754  -0.223
O 0.5569 -2.4067 1.2989  -0.209
H -0.0943 -1.7724 0.9990  -0.280
H 0.4626 -3.1482 0.7009  0.003
O -1.0202 1.7078 1.8264  -0.222
H -1.1866 0.8926 1.3531  -0.288
H -1.4176 2.3870 1.2816  0.008

*B*
Entry from the OMol25 dataset: a cluster of 5 separate species, BrH8O4 in total (the ωB97M-V functional and the def2-TZVPD basis).

**Net charge**: -1
**Frontier orbital gap**: 8.85 eV

Each line ends with the Löwdin charge.
Geometry (Å):
Br 0.1691 -1.7505 -0.1370  -0.197
O -1.3605 -0.1921 2.4344  -0.116
H -0.9248 -0.5625 1.6668  -0.145
H -0.7814 -0.4066 3.1658  0.019
O 3.0062 -0.5290 -1.8759  -0.103
H 2.8453 -1.2247 -2.5133  0.016
H 2.1780 -0.4389 -1.4046  -0.079
O -2.4247 0.2890 -1.2910  -0.104
H -1.6193 -0.1846 -1.0830  -0.107
H -2.5755 0.8513 -0.5311  0.014
O 0.6527 1.6432 0.2776  -0.100
H 0.7494 0.6910 0.2619  -0.106
H 0.0855 1.8145 1.0294  0.009

Stability, descending: *B*, *A*